# 1
C4H11NO | ωB97M-V/def2-TZVPD

XYZ file:
```
17
Properties=species:S:1:pos:R:3:forces:R:3:lowdin_charge:R:1
C 0.8886 -1.0553 1.5444 0.22 -1.69 -0.17 -0.111
C 0.6747 -0.2243 0.3452 -0.81 2.73 -0.36 -0.185
C -0.1209 -0.3612 -0.7248 0.45 -1.18 0.42 -0.418
C 0.1392 0.5041 -1.9455 0.13 -0.03 0.08 -0.054
N -0.9703 -1.4698 -0.9093 0.13 0.33 -0.70 0.084
H 0.9690 -2.0370 1.0612 0.76 -0.43 0.44 0.072
H 1.7830 -0.8094 2.1369 -0.20 -0.06 -0.59 0.078
H 0.1292 -1.3181 2.2817 -0.68 0.94 -0.06 0.065
H 1.1340 0.7674 0.2581 0.54 -0.48 0.58 0.096
H 0.0629 1.5592 -1.7071 -0.10 0.24 0.15 0.063
H -0.5732 0.3313 -2.7649 0.38 -0.15 0.15 0.074
H 1.1900 0.3551 -2.2506 -0.64 -0.07 -0.29 0.090
H -1.6219 -1.7127 -0.1810 0.13 0.11 0.12 0.085
H -1.4078 -1.4205 -1.8162 -0.30 -0.30 0.16 0.067
O -0.4803 2.4985 1.7728 -0.62 -0.19 0.07 -0.065
H -1.2496 1.9911 2.0825 0.44 0.24 0.01 0.044
H -0.5467 2.4016 0.8167 0.17 -0.01 0.00 0.015
```
Positions in Å, forces in eV/Å.

Calculated values
- SMILES = C/C=C(/C)N.O
- energy (hartree) = -288.9582

# 2
C14H44O14 | ωB97M-V/def2-TZVPD

XYZ file:
```
72
Properties=species:S:1:pos:R:3:forces:R:3:lowdin_charge:R:1
O 1.3914 4.6650 1.3818 -0.12 0.57 -0.31 -0.046
C 1.0090 3.8599 0.2879 1.01 -1.28 -0.44 -0.257
C 1.5272 4.3099 -1.0670 -1.27 1.28 0.03 -0.257
O 2.9413 4.4640 -1.1049 -0.40 -0.08 -0.01 -0.063
H 2.2709 5.0153 1.1926 -0.05 -0.10 0.03 0.082
H 1.4037 2.8498 0.4710 -0.25 -0.01 0.00 0.085
H -0.0758 3.8054 0.2059 -0.06 0.08 0.27 0.126
H 1.0158 5.2735 -1.2380 0.47 0.25 0.04 0.120
H 1.1402 3.7195 -1.9031 0.27 -0.68 0.33 0.114
H 3.0833 4.9675 -1.9130 0.46 -0.06 0.12 0.089
O -5.2389 -0.3155 -1.8565 -0.46 0.25 0.17 -0.064
C -4.2916 0.5388 -2.4673 0.07 -0.54 -0.36 -0.249
C -3.0607 -0.2385 -2.8350 1.30 -0.45 1.11 -0.200
O -2.4347 -0.6907 -1.5917 -0.43 0.53 -0.09 -0.118
H -4.8019 -0.9206 -1.2495 0.30 0.11 -0.04 0.066
H -4.7713 0.9342 -3.3628 0.02 -0.02 -0.06 0.122
H -3.9892 1.3985 -1.8595 -0.13 -0.14 0.31 0.121
H -2.3188 0.4044 -3.3236 -0.31 -0.10 -0.39 0.123
H -3.2337 -1.1838 -3.3562 -0.43 0.52 -0.65 0.126
H -1.6862 -1.2358 -1.8694 0.09 -0.26 0.12 0.029
O -0.3415 -3.3596 3.3398 -0.16 0.48 0.03 -0.069
C -0.9296 -2.1426 2.8138 0.05 -0.75 -0.79 -0.231
C -0.7069 -0.9710 3.7283 0.09 0.17 0.78 -0.236
O -1.4996 -1.0560 4.9180 -0.12 -0.09 -0.22 -0.070
H 0.1844 -3.7020 2.6160 0.17 -0.22 0.19 0.065
H -0.4965 -1.9863 1.8269 0.18 0.45 0.12 0.082
H -1.9827 -2.3620 2.6106 -0.17 0.35 0.47 0.120
H -0.9229 -0.0069 3.2722 -0.37 -0.14 -0.28 0.114
H 0.3351 -0.8925 4.0456 0.24 -0.31 -0.33 0.118
H -1.2653 -1.8866 5.3464 -0.04 0.03 0.03 0.080
O 2.8800 1.3492 -2.4036 0.75 -0.51 -0.18 -0.066
C 2.8689 -0.0272 -2.8085 -1.26 0.59 0.04 -0.230
C 4.1505 -0.7550 -2.5000 0.34 -0.07 0.27 -0.211
O 4.3567 -0.5966 -1.0942 -0.36 0.15 0.48 -0.085
H 3.5265 1.3667 -1.6838 -0.27 0.35 0.01 0.065
H 2.0090 -0.4634 -2.2798 0.45 -0.54 0.20 0.086
H 2.5420 -0.0760 -3.8500 0.63 0.09 -0.18 0.126
H 5.0460 -0.3272 -2.9671 -0.40 0.00 -0.51 0.126
H 4.0467 -1.8090 -2.7677 -0.02 0.08 -0.07 0.106
H 4.9139 -1.2817 -0.7228 0.12 -0.12 -0.22 0.087
O -4.9667 2.2535 3.1878 -0.06 0.02 -0.12 -0.058
C -5.2711 1.5536 1.9935 1.38 -0.73 -0.07 -0.239
C -4.2136 0.4934 1.6317 -0.09 1.23 0.64 -0.224
O -2.9366 1.0809 1.3076 -0.63 -0.53 -0.47 -0.082
H -4.2411 1.7921 3.6197 0.01 0.11 0.07 0.078
H -6.2043 0.9987 2.1055 -0.26 0.25 -0.13 0.116
H -5.2797 2.2409 1.1464 -0.42 0.21 0.13 0.119
H -4.6397 -0.0078 0.7603 0.22 -0.49 0.21 0.101
H -4.0177 -0.1209 2.5193 -0.51 -0.55 -0.28 0.120
H -2.5677 0.4039 0.7220 0.41 0.46 -0.08 0.042
O -0.4336 -2.6041 -2.4536 0.04 -0.27 0.14 -0.079
C -0.0900 -3.7223 -1.6143 0.07 0.88 0.55 -0.195
C 1.3550 -3.5697 -1.1711 -0.13 -0.59 0.19 -0.232
O 2.2194 -3.5967 -2.2948 -0.06 0.22 -0.61 -0.065
H 0.3914 -2.3051 -2.8553 -0.11 -0.05 -0.18 0.079
H -0.6708 -3.6424 -0.6897 -0.22 0.08 -0.12 0.118
H -0.3790 -4.6635 -2.0806 0.42 -0.04 -0.25 0.123
H 1.6036 -4.3614 -0.4585 -0.01 0.00 -0.01 0.127
H 1.4460 -2.6051 -0.6639 0.03 0.03 0.10 0.107
H 3.0298 -4.0819 -2.1396 -0.05 -0.12 0.27 0.088
C 0.3594 0.0760 0.2171 0.01 0.37 -0.47 -0.128
O 1.2051 -0.5933 1.1456 -0.02 0.51 -0.33 -0.137
H -0.5808 -0.4471 0.0519 0.11 -0.28 0.25 0.052
H 0.1206 1.0953 0.5324 -0.08 -0.12 0.21 0.078
H 0.8514 0.1759 -0.7583 -0.06 -0.07 0.03 0.067
H 1.9314 0.0469 1.2494 -0.21 -0.30 0.04 0.026
C 3.9275 0.3266 2.0991 1.14 -0.81 -1.12 -0.135
O 3.2824 1.4250 1.4676 -0.72 -0.09 0.82 -0.110
H 4.4215 -0.2333 1.2951 0.28 -0.04 0.32 0.066
H 4.6705 0.5780 2.8550 -0.12 0.41 0.04 0.086
H 3.2485 -0.4155 2.5147 -0.49 0.55 0.22 0.081
H 3.8346 1.7940 0.7757 0.19 -0.11 0.01 0.085
```
Positions in Å, forces in eV/Å.

Calculated values
- SMILES = OCCO.OCCO.OCCO.OCCO.OCCO.OCCO.CO.CO
- energy (hartree) = -1612.9986

# 3
C2H7N2O | ωB97M-V/def2-TZVPD

XYZ file:
```
12
Properties=species:S:1:pos:R:3:forces:R:3:lowdin_spin:R:1
C -0.8327 2.5462 0.7313 0.55 0.11 0.21 0.000
N -0.3604 2.2814 -0.4173 -0.45 -0.01 -0.69 0.000
H -1.1701 3.5481 0.9610 -0.27 0.07 -0.11 0.000
H -0.8053 1.7980 1.5099 -0.05 -0.10 0.08 0.000
H -0.0069 1.3682 -0.6972 -0.09 0.20 0.34 -0.001
H -0.4368 2.9427 -1.1906 0.20 0.22 0.18 0.000
C 0.0790 -2.1725 -0.3669 0.43 -0.88 0.83 0.107
N 1.1870 -2.7485 -0.0184 -0.08 0.77 0.09 0.028
O -0.0354 -0.9565 -0.7045 0.00 -0.28 -0.26 0.818
H -0.8460 -2.7608 -0.2748 -0.32 0.22 -0.27 0.045
H 1.1818 -3.6448 0.4683 -0.05 -0.05 -0.36 0.002
H 2.0459 -2.2016 -0.0007 0.13 -0.27 -0.03 0.001
```
Positions in Å, forces in eV/Å.

Calculated values
- energy (hartree) = -264.3975
- ⟨S²⟩ = 0.75
- multiplicity = 2
- net charge = +2

# 4
C9H11N3O2S | ωB97M-V/def2-TZVPD

XYZ file:
```
26
Properties=species:S:1:pos:R:3:forces:R:3:lowdin_charge:R:1
C 3.0232 0.2101 1.4842 1.38 -2.18 3.83 -0.103
C 1.9206 -0.5341 1.1534 -0.41 0.34 -0.17 -0.025
C 3.5728 1.1703 0.7437 0.82 2.19 0.25 -0.175
C 1.9703 0.9184 -0.7706 -1.11 -0.32 -0.26 -0.130
C 1.3348 -0.0886 -0.0312 -1.00 -2.01 -0.73 -0.192
C -3.3952 0.8013 0.2047 0.39 -0.63 1.76 -0.524
C -1.8804 -1.0591 1.0472 0.49 1.01 -2.32 -0.364
C -2.4202 -0.2715 -0.2358 1.79 -0.50 0.42 -0.367
C 0.2110 -0.9183 -0.7068 -1.09 2.57 2.41 -0.638
N 3.0200 1.5687 -0.3702 1.03 0.99 -1.07 0.075
N 0.6483 -1.5128 -1.8502 0.90 2.02 -3.26 0.033
N -1.2621 0.4332 -0.8741 0.73 -2.21 0.30 0.032
O -3.7485 1.6552 -0.7326 -0.11 0.42 -1.64 0.121
O -3.6994 0.9369 1.3776 -0.09 0.02 -1.51 0.100
S -0.6208 -2.1607 0.2934 -0.45 0.54 0.54 0.945
H 3.5828 -0.0080 2.4220 -0.63 -0.08 -0.63 0.123
H 1.6129 -1.3771 1.8209 -0.09 0.94 -1.06 0.120
H 4.4087 1.7581 1.1421 -0.11 -0.37 -0.37 0.120
H 1.6385 1.2492 -1.7444 -0.68 -0.20 -0.11 0.118
H -1.4676 -0.2532 1.6485 0.34 -0.31 0.36 0.082
H -2.5824 -1.6187 1.6292 -0.50 -0.39 0.07 0.071
H -2.7135 -0.9487 -1.0343 -0.91 -0.23 0.34 0.126
H 1.3591 -0.8591 -2.3848 -1.90 -1.86 1.31 0.148
H -0.1725 -1.6768 -2.4545 0.79 -0.32 0.16 0.104
H -3.2806 1.4345 -1.5869 -0.46 0.24 1.23 0.140
H -1.0598 1.1507 -0.1903 0.87 0.34 0.16 0.058
```
Positions in Å, forces in eV/Å.

Calculated values
- energy (hartree) = -1062.4225

# 5
C4H5N3 | ωB97M-V/def2-TZVPD

XYZ file:
```
12
Properties=species:S:1:pos:R:3:forces:R:3:lowdin_charge:R:1
C -1.6490 0.7917 0.0009 0.40 -0.23 0.58 -0.017
C -1.5769 -0.7919 -0.0139 -0.87 -0.72 -0.11 -0.069
C 1.8018 0.0232 -0.0147 -0.56 -0.56 0.27 -0.219
C -0.1269 0.6849 -0.0047 -0.80 -0.16 0.18 -0.347
H -2.0485 1.2302 0.9309 0.01 -0.25 -0.52 0.113
H -2.0761 1.2442 -0.8801 -0.21 0.10 -0.16 0.099
H -1.9585 -1.3264 -0.9015 0.17 0.48 0.24 0.121
H -1.9452 -1.3039 0.8704 -0.21 0.12 0.13 0.110
H 2.8585 -0.0115 0.0108 0.80 0.15 -0.06 0.088
N -0.1378 -0.6384 0.0200 1.21 0.71 -0.29 -0.108
N 1.1295 -1.1306 0.0061 -0.36 0.37 -0.07 0.103
N 1.0763 1.1861 -0.0027 0.42 -0.03 -0.20 0.127
```
Positions in Å, forces in eV/Å.

Calculated values
- energy (hartree) = -319.6271

# 6
C3H4N2O | ωB97M-V/def2-TZVPD

XYZ file:
```
10
Properties=species:S:1:pos:R:3:forces:R:3:lowdin_charge:R:1
N -1.9735 -0.0123 -0.0376 -3.11 -1.30 0.84 0.144
C -0.6453 -0.1131 0.0013 3.01 1.08 -0.80 -0.480
N 0.1467 -1.1608 -0.0823 -2.40 -0.12 1.04 0.099
C 1.4072 -0.6767 0.0412 0.92 1.75 -0.24 -0.176
C 1.4041 0.6728 0.0154 -0.60 0.81 -0.11 -0.087
O 0.0397 1.0892 -0.0017 0.70 -1.51 0.06 0.021
H -2.5021 0.8634 0.1367 1.26 -0.97 -0.19 0.128
H -2.4783 -0.8727 0.2993 0.86 1.46 -0.69 0.136
H 2.2951 -1.2555 0.1876 0.05 -0.54 -0.31 0.098
H 2.1593 1.4649 -0.1178 -0.70 -0.69 0.40 0.115
```
Positions in Å, forces in eV/Å.

Calculated values
- SMILES = Nc1ncco1
- energy (hartree) = -301.4506